{"formula": "C45H49Cl3FN6O5SSr", "method": "the ωB97M-V functional and the def2-TZVPD basis", "total_charge": -1, "max_force_ev_per_a": 2.60, "molar_mass_da": 998.968, "homo_lumo_gap_ev": 5.90, "e_lumo_ev": 1.8, "energy_ha": -4358.5483, "relative_energy_kcal_mol": 9.0, "symbols": ["Sr", "O", "C", "O", "C", "C", "C", "C", "C", "N", "C", "O", "O", "H", "H", "H", "N", "C", "C", "C", "C", "N", "H", "H", "H", "H", "H", "H", "H", "H", "H", "H", "H", "H", "C", "C", "C", "C", "C", "C", "C", "C", "C", "C", "C", "C", "N", "C", "C", "C", "C", "C", "C", "F", "H", "H", "H", "H", "H", "H", "H", "H", "H", "H", "H", "H", "H", "H", "H", "H", "H", "H", "H", "H", "H", "Cl", "C", "C", "C", "C", "C", "C", "N", "C", "C", "N", "C", "O", "C", "C", "C", "Cl", "S", "C", "C", "C", "Cl", "C", "H", "H", "H", "H", "H", "H", "H", "H", "H", "H", "H", "H", "H"], "xyz": [[1.309516, 0.291161, 0.006818], [-1.867043, -2.039952, -1.891736], [-0.866575, -1.670354, -1.265523], [0.005109, -0.807744, -1.610560], [-0.680422, -2.237983, 0.151749], [-1.385155, -3.313268, 0.663260], [-1.199519, -3.637352, 2.003550], [-0.368551, -2.862157, 2.802901], [0.321452, -1.820691, 2.205152], [0.169961, -1.546458, 0.910293], [1.264784, -0.867165, 2.957612], [1.229136, -0.896692, 4.188559], [1.957938, -0.117775, 2.195435], [-2.058473, -3.861206, 0.018319], [-1.723568, -4.484857, 2.429587], [-0.231480, -3.041647, 3.860197], [1.644902, 2.074032, -2.686232], [0.492922, 1.803691, -3.552010], [-0.755042, 2.487208, -3.023557], [-2.006643, 2.089058, -3.800856], [-2.451979, 0.649603, -3.542977], [-2.857023, 0.420159, -2.146366], [1.890526, 3.057026, -2.696772], [2.454824, 1.560171, -3.014147], [0.327261, 0.723445, -3.537230], [0.663655, 2.100900, -4.596649], [-0.627089, 3.575370, -3.061594], [-0.876498, 2.209066, -1.973163], [-1.816665, 2.201982, -4.875754], [-2.826504, 2.769124, -3.548038], [-1.631413, -0.036509, -3.758124], [-3.256277, 0.399211, -4.243383], [-2.536341, -0.505176, -1.871374], [-3.863665, 0.424684, -2.052232], [6.916799, -0.684979, 1.157868], [5.436361, -1.027273, 0.975024], [4.932927, -1.917759, 2.115500], [5.157204, -1.678109, -0.368316], [5.795590, -2.865827, -0.706085], [5.514542, -3.523613, -1.895437], [4.556079, -3.000602, -2.749053], [3.893864, -1.814216, -2.445952], [2.864889, -1.235794, -3.402985], [1.910899, -2.288325, -3.966938], [3.558296, -0.462573, -4.529768], [4.222165, -1.120107, -1.264849], [3.567493, 0.086805, -0.963818], [4.284943, 1.227178, -1.086447], [5.549980, 1.354005, -1.723093], [6.207736, 2.568916, -1.847250], [5.662836, 3.744652, -1.346989], [4.426386, 3.668001, -0.707536], [3.791130, 2.461139, -0.593716], [2.569989, 2.457620, 0.049261], [7.065570, -0.128369, 2.087873], [7.278828, -0.069904, 0.331270], [7.530483, -1.590184, 1.208701], [4.867219, -0.100383, 1.022042], [5.470965, -2.871089, 2.137303], [3.867591, -2.122009, 1.997335], [5.068843, -1.420402, 3.079835], [6.522082, -3.292730, -0.020808], [6.027638, -4.444124, -2.148676], [4.317448, -3.526212, -3.668097], [2.261168, -0.533282, -2.833120], [2.424046, -2.984990, -4.636530], [1.112521, -1.803861, -4.534667], [1.445102, -2.858779, -3.161901], [4.174493, -1.139604, -5.129575], [4.212869, 0.315758, -4.127019], [2.824113, 0.007838, -5.193902], [6.004233, 0.457101, -2.127258], [7.169099, 2.597638, -2.349730], [6.179936, 4.690754, -1.439680], [3.954301, 4.547123, -0.283950], [-6.356980, -1.132220, 7.039320], [-5.940562, -0.189582, 5.644966], [-4.633865, -0.162696, 5.194532], [-4.332619, 0.566243, 4.057250], [-5.304196, 1.271616, 3.348739], [-4.952020, 2.004083, 2.075610], [-3.789787, 3.000257, 2.241191], [-2.447239, 2.457713, 2.194262], [-1.534956, 2.425290, 3.234003], [-0.377835, 1.938677, 2.709331], [-0.553589, 1.697212, 1.359971], [-1.800534, 2.012157, 1.091042], [-4.690721, 1.179602, 0.942581], [-4.517507, -0.222532, 1.106223], [-5.836630, -0.944935, 1.140536], [-6.155211, -2.009108, 1.923549], [-5.152856, -2.768036, 3.087693], [-7.756456, -2.577904, 1.663135], [-8.027895, -1.368447, 0.480259], [-6.938008, -0.581190, 0.305206], [-6.600347, 1.260389, 3.868048], [-7.876041, 2.219144, 3.166139], [-6.928605, 0.531883, 5.000024], [-3.863403, -0.717592, 5.713072], [-3.309303, 0.561848, 3.701072], [-5.801393, 2.623215, 1.800719], [-3.905887, 3.511900, 3.195374], [-3.884628, 3.742701, 1.449737], [-1.791554, 2.752282, 4.228139], [0.562929, 1.741253, 3.200781], [-2.264395, 1.947817, 0.114857], [-3.911143, -0.462163, 1.980076], [-3.953221, -0.545735, 0.228704], [-8.984190, -1.307833, -0.017296], [-6.889331, 0.244697, -0.391738], [-7.944742, 0.531658, 5.368870]], "forces_ev_per_a": [[0.764, 2.155, -1.240], [0.337, -0.663, 0.034], [0.687, 0.035, 0.200], [-1.110, -0.995, -0.371], [0.076, 0.223, 0.072], [-0.025, -0.063, 0.034], [-0.067, 0.024, 0.026], [-0.019, -0.117, -0.054], [-0.006, 0.107, -0.175], [-0.821, -1.387, 0.639], [0.189, 0.069, 0.095], [-0.006, -0.029, -0.138], [-0.093, -0.456, 1.174], [-0.007, 0.008, 0.024], [-0.025, 0.014, 0.005], [0.004, -0.023, -0.013], [-0.311, -0.203, -0.088], [0.118, -0.069, 0.054], [-0.044, -0.038, -0.020], [0.003, -0.028, 0.011], [-0.116, -0.025, 0.302], [-0.100, 0.705, -0.092], [0.002, 0.022, 0.017], [0.076, 0.050, 0.097], [0.075, 0.051, -0.020], [-0.029, 0.029, -0.038], [0.040, -0.014, 0.027], [-0.050, 0.024, 0.005], [-0.030, 0.059, 0.008], [-0.023, -0.027, -0.005], [-0.009, -0.010, 0.012], [-0.026, -0.008, -0.044], [-0.315, 0.212, -0.256], [-0.090, 0.111, -0.094], [-0.011, 0.007, -0.005], [0.020, -0.062, 0.025], [0.014, 0.027, -0.007], [0.008, 0.009, 0.016], [-0.006, -0.042, -0.030], [0.001, 0.041, 0.027], [-0.055, -0.006, 0.026], [0.018, 0.018, -0.052], [0.072, -0.138, -0.061], [0.044, 0.021, 0.009], [-0.030, 0.030, 0.012], [-0.045, 0.067, -0.083], [0.577, 0.320, -0.009], [0.059, -0.152, -0.073], [-0.003, 0.011, 0.069], [-0.029, 0.031, 0.024], [0.052, -0.061, -0.027], [0.001, 0.069, 0.002], [0.087, 0.030, -0.102], [0.301, 0.171, 0.161], [-0.005, -0.039, -0.036], [0.000, -0.011, 0.027], [-0.015, 0.034, -0.015], [-0.014, 0.012, -0.037], [-0.014, 0.030, -0.002], [0.035, -0.005, 0.020], [-0.010, -0.032, -0.043], [-0.029, 0.021, -0.015], [-0.007, 0.006, 0.016], [0.006, 0.020, 0.031], [-0.024, -0.005, 0.050], [-0.020, 0.008, 0.011], [0.015, -0.015, 0.010], [-0.001, 0.007, -0.033], [-0.005, 0.030, 0.003], [-0.022, -0.025, -0.018], [0.036, -0.028, 0.042], [-0.007, -0.005, 0.010], [-0.025, -0.031, 0.012], [-0.023, -0.022, 0.004], [-0.025, -0.043, -0.003], [0.000, -0.010, 0.024], [-0.004, 0.079, -0.062], [0.070, 0.023, 0.070], [0.030, -0.069, 0.104], [-0.062, -0.006, -0.020], [0.210, -0.060, 0.102], [-0.018, 0.089, -0.031], [-0.085, -0.022, 0.104], [0.009, -0.032, -0.001], [-0.082, 0.079, -0.134], [-0.149, -0.039, 0.186], [0.193, 0.035, -0.154], [-0.003, -0.045, -0.035], [0.054, -0.065, -0.137], [0.003, 0.129, 0.044], [-0.080, 0.088, -0.056], [0.091, -0.153, 0.016], [0.022, -0.022, 0.056], [-0.087, 0.009, 0.002], [0.066, 0.052, -0.042], [0.143, 0.037, 0.076], [0.002, -0.114, -0.104], [-0.078, -0.022, 0.011], [-0.023, 0.012, -0.022], [-0.037, 0.039, 0.044], [-0.144, 0.024, 0.003], [-0.013, 0.097, 0.002], [0.038, 0.020, -0.050], [-0.025, -0.033, -0.039], [-0.058, -0.020, -0.047], [-0.043, -0.090, 0.048], [-0.049, -0.113, -0.120], [0.042, 0.090, -0.036], [0.076, 0.003, 0.014], [-0.017, -0.029, 0.038], [0.033, -0.005, 0.004]], "lowdin_charge": [1.533, -0.005, -0.602, -0.190, -0.168, -0.001, -0.053, 0.002, -0.173, 0.005, -0.656, 0.012, -0.223, 0.115, 0.101, 0.114, 0.025, -0.289, -0.213, -0.212, -0.270, 0.022, 0.081, 0.046, 0.085, 0.112, 0.108, 0.088, 0.104, 0.100, 0.096, 0.102, -0.003, 0.058, -0.066, -0.368, -0.056, -0.142, -0.053, -0.096, -0.052, -0.133, -0.382, -0.066, -0.056, -0.202, -0.085, -0.292, -0.038, -0.122, -0.135, -0.048, -0.240, -0.073, 0.076, 0.070, 0.068, 0.119, 0.073, 0.072, 0.083, 0.103, 0.090, 0.101, 0.076, 0.067, 0.077, 0.082, 0.079, 0.069, 0.074, 0.109, 0.092, 0.083, 0.112, 0.675, -0.673, -0.110, -0.035, -0.186, -0.274, -0.058, -0.071, -0.067, -0.112, 0.015, -0.139, -0.093, -0.141, -0.301, -0.966, 0.693, 0.983, -0.412, -0.130, -0.568, 0.712, -0.132, 0.117, 0.116, 0.105, 0.136, 0.134, 0.118, 0.105, 0.121, 0.098, 0.130, 0.065, 0.120, 0.104]}